The following is a DFT calculation (ωB97M-V/def2-TZVPD) of a molecular structure, C31H61CaCl2CsF4MgN6O15PS3.

Results
Net charge: +1
LUMO energy in eV: -6.63
Multiplicity: 1
Kohn-Sham gap in eV: 1.435

Each line ends with the Mulliken charge.
Cartesian coordinates (Å):
C  4.279  -0.703  0.657  0.417
C  3.325  0.019  0.499  -2.025
C  2.102  0.947  0.294  2.972
C  2.587  2.398  0.535  -0.514
C  4.173  2.498  0.395  0.212
C  4.758  3.827  0.925  -0.846
O  4.886  2.508  1.622  -0.537
C  1.011  0.492  1.414  -2.236
O  0.323  1.591  1.971  0.424
C  -1.039  1.795  1.530  1.346
C  -1.264  1.752  -0.019  0.320
C  -0.722  2.933  -0.820  -1.063
C  -1.531  3.891  -1.256  -1.323
C  -1.375  3.292  1.958  -1.365
C  -0.141  4.191  2.126  -0.144
F  0.369  4.056  3.448  -0.385
C  -2.120  0.958  2.292  -1.960
C  -2.175  -0.540  1.997  -0.559
C  -2.819  -0.967  0.584  -1.022
C  -4.134  -0.217  0.136  -0.913
O  -4.012  0.007  -1.270  -0.515
N  1.809  -0.121  2.516  0.477
C  1.952  0.741  3.692  -0.868
C  1.412  -1.433  2.849  0.659
C  1.723  -2.718  2.019  -0.849
O  0.827  -1.631  3.885  -0.588
N  1.624  0.679  -1.115  0.559
C  2.496  1.317  -2.141  -1.008
S  1.714  -1.005  -1.493  -0.591
H  4.991  -1.367  1.134  0.065
H  2.270  3.138  -0.213  0.051
H  2.443  2.787  1.550  -0.348
H  4.648  2.061  -0.505  0.594
H  4.094  4.531  1.418  0.010
H  5.570  4.042  0.211  0.416
H  0.367  -0.251  0.908  0.944
H  -2.364  1.766  -0.160  0.894
H  -0.941  0.796  -0.481  0.077
H  0.327  3.034  -1.124  0.274
H  -2.606  3.885  -1.015  0.328
H  -1.158  4.749  -1.822  0.361
H  -2.163  3.728  1.332  0.421
H  -1.816  3.213  2.975  0.659
H  0.635  4.059  1.364  -0.108
H  -0.466  5.247  2.051  0.560
H  -1.879  1.060  3.371  0.606
H  -3.075  1.497  2.172  0.573
H  -1.163  -1.071  2.106  0.479
H  -2.846  -1.016  2.813  0.071
H  -3.103  -2.101  0.689  2.306
H  -1.971  -0.950  -0.221  -1.022
H  -5.057  -0.812  0.236  0.690
H  -4.292  0.779  0.584  0.023
H  -3.115  0.311  -1.468  0.271
H  2.685  0.244  4.359  0.498
H  2.365  1.732  3.474  0.089
H  1.035  0.832  4.304  0.262
H  0.963  -3.468  2.326  0.681
H  2.708  -3.156  2.356  -0.052
H  1.659  -2.592  0.906  -0.063
H  2.394  2.414  -2.173  0.339
H  3.556  1.005  -2.095  0.470
H  2.124  0.971  -3.125  0.436
H  2.968  -1.267  -2.002  0.380
C  -2.690  -2.596  -3.199  -0.843
C  -2.154  -3.927  -2.662  1.011
C  -2.456  -5.119  -3.576  -0.901
N  -3.735  -5.906  -3.290  0.157
C  -4.926  -4.987  -3.096  -0.639
C  -6.193  -5.741  -2.735  -0.806
C  -5.984  -6.606  -1.498  -0.670
C  -4.800  -7.537  -1.678  -0.718
C  -3.537  -6.787  -2.060  -0.473
C  -3.941  -6.768  -4.505  -1.054
H  -3.774  -2.527  -3.143  0.295
H  -2.282  -1.769  -2.615  -0.061
H  -2.393  -2.446  -4.238  0.469
H  -2.496  -4.088  -1.643  -1.150
H  -1.060  -3.825  -2.606  0.299
H  -1.647  -5.847  -3.501  0.398
H  -2.516  -4.792  -4.614  0.459
H  -4.684  -4.315  -2.273  0.231
H  -5.051  -4.412  -4.015  0.563
H  -6.988  -5.019  -2.541  0.431
H  -6.537  -6.352  -3.575  0.303
H  -6.884  -7.184  -1.291  0.350
H  -5.808  -5.974  -0.621  0.329
H  -5.033  -8.300  -2.429  0.364
H  -4.622  -8.073  -0.744  0.463
H  -2.725  -7.482  -2.285  0.363
H  -3.229  -6.138  -1.238  0.252
H  -3.053  -7.381  -4.642  0.352
H  -4.091  -6.117  -5.364  0.373
H  -4.810  -7.400  -4.367  0.467
O  9.236  -3.339  0.503  -0.360
P  7.845  -2.732  0.596  0.781
O  7.188  -2.844  -0.772  -0.365
O  8.018  -1.253  0.910  -0.316
O  7.001  -3.431  1.660  -0.326
Mg  5.713  -3.536  3.512  0.388
Cs  -2.034  -3.231  0.571  1.106
C  2.783  5.832  4.016  0.520
Cl  2.383  6.354  2.389  -0.149
Cl  3.541  7.144  4.952  -0.209
H  1.868  5.520  4.511  -0.376
H  3.475  4.996  3.962  0.245
N  -6.935  1.613  -1.275  0.836
O  -6.819  2.852  -1.256  -0.636
O  -5.909  0.893  -1.472  -0.512
O  -8.041  1.081  -1.092  -0.635
N  0.765  6.442  7.015  -0.345
H  0.171  7.270  7.109  0.409
H  1.492  6.621  6.309  0.179
H  1.209  6.236  7.913  0.407
H  0.195  5.644  6.725  0.360
N  6.478  6.890  -2.237  -0.358
S  7.601  7.217  -3.316  1.092
O  7.144  7.457  -4.645  -0.578
O  8.841  6.530  -3.171  -0.580
F  7.975  8.684  -2.826  -0.260
S  5.811  5.499  -2.468  1.166
O  4.594  5.318  -1.722  -0.567
O  6.659  4.346  -2.513  -0.598
F  5.253  5.584  -3.955  -0.278
Ca  2.335  -3.638  -0.180  0.895
F  -4.852  -6.502  1.086  -0.864